Below is 10 unconnected molecules or ions with the total composition C51H104N10O7 in a non-equilibrium geometry, with properties calculated with ωB97M-V/def2-TZVPD.

Values from the calculation:
- charge = +4
- orbital gap (eV) = 8.3315
- HOMO energy (eV) = -14.93
- calculated total energy (eV) = -83774.1079

XYZ file:
```
172
Properties=species:S:1:pos:R:3:forces:R:3:lowdin_charge:R:1
C 11.328 7.837 17.308 -0.4840 0.3237 0.1277 -0.05
C 10.206 8.845 17.618 0.5695 0.5572 0.2232 -0.13
N 10.243 10.054 16.745 0.8032 -0.1569 0.8619 -0.05
C 11.347 10.807 16.369 -2.3077 1.8208 -0.6882 0.03
C 10.809 11.933 15.749 1.7604 -0.8346 -0.0995 0.00
N 9.451 11.762 15.649 0.3944 0.3740 1.0098 -0.08
C 9.144 10.683 16.377 -0.2172 0.0491 -1.2758 -0.04
C 8.480 12.710 15.066 0.2546 -0.9911 -0.9079 0.03
H 11.375 7.614 16.243 0.1397 0.1301 -0.0013 0.09
H 11.067 6.920 17.799 -0.2580 -0.5795 0.2390 0.08
H 12.320 8.075 17.723 -0.4293 0.4220 -0.3394 0.08
H 10.199 9.160 18.673 0.4518 0.1067 -0.3625 0.13
H 9.195 8.511 17.478 -0.2209 -0.9533 -0.2830 0.12
H 12.365 10.604 16.576 0.4737 -0.3409 0.3199 0.12
H 11.405 12.814 15.471 -0.5648 -0.3826 -0.1484 0.11
H 8.138 10.364 16.527 -0.3652 -0.3876 0.1448 0.17
H 8.410 13.554 15.735 -0.0629 0.4534 -0.2833 0.10
H 7.525 12.189 14.993 -0.0077 0.1408 0.2372 0.10
H 8.762 12.918 14.000 -0.0072 0.1973 1.2611 0.12
C 15.230 10.456 14.590 0.6161 -1.2006 -0.4569 -0.05
C 15.015 10.835 13.138 -1.0499 -0.2564 -0.3014 -0.17
N 15.883 11.919 12.693 0.8214 -0.3623 -0.3117 -0.04
C 17.241 11.693 12.354 -0.8025 1.1438 0.5737 0.03
C 17.804 12.917 12.346 0.4752 0.1902 -0.0914 -0.03
N 16.826 13.851 12.585 -0.3113 1.1078 0.1614 -0.07
C 15.649 13.231 12.813 0.4765 -0.0510 0.5303 0.01
C 17.119 15.317 12.591 0.3611 -0.1375 0.8184 0.02
H 16.278 10.543 14.864 0.2342 -0.1429 -0.0460 0.07
H 14.943 9.381 14.720 0.0015 1.0696 0.1832 0.10
H 14.704 11.140 15.221 -0.5853 0.2081 0.5939 0.05
H 13.956 11.079 13.013 0.2260 0.5476 -0.1498 0.13
H 15.135 10.012 12.444 0.4739 -0.2430 0.0136 0.13
H 17.753 10.764 12.181 -0.5124 -0.3289 0.1697 0.14
H 18.851 13.206 12.290 -0.3936 -0.1254 -0.3096 0.14
H 14.722 13.686 13.261 0.7804 -0.2017 -0.5507 0.14
H 17.508 15.666 11.619 -0.3138 -0.3754 0.4335 0.11
H 17.849 15.547 13.395 -0.0965 -0.4854 -0.6316 0.11
H 16.259 15.897 12.913 -0.4222 -0.3059 -0.3854 0.08
C 12.941 17.786 17.959 -1.2227 -0.9951 -1.3921 -0.07
C 13.993 17.010 18.696 -0.5412 0.1418 0.1461 -0.15
N 13.400 16.491 19.954 1.9091 1.4537 0.5754 -0.01
C 13.763 16.784 21.277 -0.5688 -0.4018 -1.3406 0.05
C 12.885 16.056 22.033 1.5956 0.7991 0.9282 -0.01
N 12.121 15.290 21.196 -0.7831 -0.3450 1.0885 -0.08
C 12.429 15.642 19.956 -0.4426 -1.9277 -0.2527 -0.06
C 11.141 14.294 21.670 -1.8609 -0.2396 0.5329 0.01
H 12.509 18.542 18.588 0.1151 0.7350 0.2256 0.07
H 12.029 17.194 17.609 1.3471 0.4061 0.2790 0.10
H 13.451 18.200 17.080 -0.4763 0.2121 0.1305 0.07
H 14.840 17.668 18.854 0.0637 -0.3261 0.8539 0.09
H 14.383 16.166 18.154 0.0085 -0.4083 -0.3313 0.11
H 14.680 17.360 21.385 -0.3624 0.1170 0.4088 0.11
H 12.868 16.065 23.120 -0.3869 -0.4169 -0.4015 0.14
H 12.184 15.061 19.106 -0.6917 -0.1819 -0.8255 0.16
H 10.941 13.433 20.999 0.7465 0.7697 -0.0702 0.10
H 10.116 14.762 21.807 1.3350 -0.2547 -0.0729 0.12
H 11.425 13.844 22.651 0.1520 0.6952 -0.8116 0.11
C 11.570 18.050 7.694 1.9412 -0.4569 -1.6631 -0.12
C 11.075 18.175 9.060 -1.7967 0.0699 3.0565 -0.26
C 12.080 18.874 10.055 -0.0669 -0.7837 -0.5853 -0.09
N 11.776 18.854 11.546 -1.0841 -0.0135 1.2551 -0.27
C 10.462 19.550 11.799 -0.5658 -2.1967 -0.8075 0.05
C 11.796 17.468 12.169 1.0495 -0.8007 -1.2311 -0.12
C 12.039 17.532 13.660 0.0754 -0.2539 0.9060 -0.14
C 12.651 18.931 13.877 -0.6007 0.9968 -0.0312 -0.14
C 12.813 19.485 12.429 1.1889 -0.3539 -0.0982 -0.10
H 10.808 17.554 7.108 -0.1942 0.1743 -0.3741 0.09
H 12.472 17.401 7.579 -0.4941 0.5095 0.2991 0.10
H 11.824 19.028 7.266 -0.2154 -0.2769 -0.1096 0.10
H 10.815 17.163 9.475 0.3490 0.7373 -0.2561 0.12
H 10.084 18.687 8.973 0.8098 -0.0400 0.5065 0.13
H 12.293 19.905 9.813 -0.2205 0.3535 -0.1753 0.14
H 13.003 18.326 9.896 0.3600 -0.0234 0.3813 0.13
H 10.265 19.556 12.859 -0.0926 0.0937 0.2273 0.10
H 9.709 18.928 11.260 0.3231 0.6228 0.6206 0.12
H 10.455 20.522 11.372 0.2411 0.9038 -0.2536 0.11
H 10.956 16.890 11.872 -0.9829 -0.1967 -0.1888 0.12
H 12.634 17.017 11.649 0.3086 -0.2737 0.0444 0.13
H 11.052 17.438 14.140 0.4779 0.1364 0.1981 0.12
H 12.702 16.719 14.100 -0.9056 0.7088 -1.0311 0.12
H 11.941 19.554 14.484 0.8477 -0.3595 -0.5087 0.12
H 13.651 18.940 14.368 -0.8179 -0.0766 -0.3163 0.11
H 12.779 20.560 12.308 0.1438 0.1628 0.0376 0.14
H 13.754 19.055 12.050 -0.1181 0.6095 0.0234 0.14
C 23.809 11.228 21.783 -0.0859 1.0422 0.3794 -0.08
C 22.345 11.030 22.204 0.4840 0.3456 -0.5015 -0.20
C 21.427 11.847 21.265 0.4055 -0.4942 0.1001 -0.14
N 20.023 11.983 21.679 -0.0901 0.4605 0.5368 -0.30
C 20.114 12.852 22.876 -1.2388 0.3024 0.8097 0.03
C 19.304 10.689 21.935 0.7046 0.2386 0.0779 -0.08
C 17.816 11.059 21.843 -0.7168 -1.1891 0.1808 -0.12
C 17.765 12.397 21.058 -1.2238 0.2768 0.3156 -0.14
C 19.167 12.669 20.618 0.9167 -0.6103 0.6088 -0.08
H 24.092 12.275 22.005 -0.0888 -0.3843 -0.2113 0.09
H 23.938 11.081 20.720 0.1889 -0.2299 -0.2390 0.07
H 24.514 10.625 22.357 -0.2658 -0.2252 -0.1801 0.09
H 22.308 11.239 23.263 -0.4321 0.5006 0.2370 0.11
H 22.081 9.993 22.126 -0.2026 -0.7078 -0.2164 0.10
H 21.387 11.359 20.306 0.3595 -0.0683 -0.5776 0.12
H 21.671 12.899 21.181 1.0230 -0.1086 -0.4466 0.13
H 19.079 13.102 23.158 0.5442 0.4843 -0.0547 0.12
H 20.786 13.709 22.664 -0.8839 -0.3570 0.1403 0.13
H 20.519 12.300 23.715 0.1743 -0.1705 -0.0365 0.10
H 19.678 10.313 22.884 -0.3445 -0.0841 0.1552 0.14
H 19.705 10.017 21.156 -0.6109 0.2992 0.3039 0.11
H 17.245 10.939 22.802 0.8729 0.9153 -0.5489 0.14
H 17.292 10.289 21.263 0.3092 0.0778 -0.2028 0.11
H 17.328 13.255 21.602 0.2307 -0.5419 -0.0530 0.12
H 17.154 12.251 20.167 -0.0736 0.2113 0.0779 0.11
H 19.479 13.694 20.532 -0.0872 0.4960 -0.0428 0.14
H 19.382 12.151 19.702 0.2302 -0.1772 -0.4398 0.10
C 17.210 19.387 16.103 0.6184 0.1121 -0.4684 -0.09
C 17.450 19.611 17.618 0.2663 -1.0933 -0.2515 -0.23
C 17.407 21.080 17.919 -2.4672 -0.5271 1.2599 -0.13
N 17.632 21.457 19.352 2.0028 -0.9763 2.0432 -0.28
C 19.053 21.129 19.725 -0.8568 -0.8631 -0.8681 0.04
C 17.344 22.842 19.591 -0.8160 2.8273 -0.7953 -0.15
C 15.931 23.007 20.190 -0.4091 -0.5215 -1.1087 -0.09
C 15.526 21.519 20.479 -0.5861 0.8977 0.5370 -0.13
C 16.818 20.801 20.501 0.7350 -1.3126 -2.8191 -0.09
H 16.247 19.824 15.761 0.3185 -0.4573 0.3724 0.07
H 17.250 18.282 15.885 -0.0663 1.2501 0.0670 0.08
H 17.981 19.946 15.486 -0.6299 -0.8873 0.6762 0.09
H 18.401 19.116 17.927 -0.5049 0.4631 -0.4065 0.13
H 16.687 19.070 18.193 0.1365 0.1459 -0.0707 0.09
H 16.365 21.412 17.801 0.2040 0.0587 -0.6230 0.15
H 18.038 21.660 17.291 0.7441 0.6559 -0.2976 0.13
H 19.067 20.031 19.640 0.6058 0.4864 0.3985 0.11
H 19.212 21.493 20.728 0.4281 -0.0105 0.0488 0.11
H 19.687 21.568 18.976 0.5429 0.2294 -0.0204 0.12
H 17.965 23.346 20.319 0.9204 -0.6315 -0.0355 0.14
H 17.485 23.354 18.646 -0.0441 0.4094 -0.0509 0.14
H 16.059 23.719 21.007 -0.5418 -0.5789 0.3368 0.12
H 15.201 23.460 19.497 0.4368 -0.1861 0.2138 0.12
H 15.180 21.402 21.484 -0.9394 0.0866 0.5161 0.12
H 14.756 21.166 19.767 0.6091 -0.0005 0.3532 0.13
H 17.407 21.010 21.358 0.2281 0.4787 0.9143 0.13
H 16.932 19.728 20.321 -0.9155 -0.1638 0.1764 0.11
C 18.619 10.507 17.718 2.1264 0.1863 -0.8876 0.01
C 20.051 9.792 17.833 -1.9799 1.4309 -2.0098 -0.56
O 20.840 9.812 16.917 0.1247 0.3579 -0.3487 0.07
N 20.324 9.203 18.981 -0.2745 -1.5469 2.3534 -0.01
H 19.493 8.946 19.543 1.0652 0.0744 -0.6098 0.13
H 21.400 11.886 13.520 4.5382 -0.5513 -3.2019 0.03
C 21.544 8.351 19.095 -1.6145 2.0478 1.2108 -0.01
H 17.903 10.219 18.477 -0.2196 -0.1678 0.0249 0.05
H 18.296 10.353 16.674 -0.1569 -0.3036 0.6286 0.08
H 18.811 11.596 17.731 -0.0924 -0.4530 0.2223 0.06
H 21.623 8.137 20.124 0.3218 -0.1321 1.4836 0.06
H 22.390 8.937 18.819 0.5721 -0.0544 -0.6948 0.09
H 21.391 7.418 18.673 0.1395 -1.5659 -1.6503 0.07
C 17.775 16.650 21.672 0.8982 0.5139 0.4860 -0.02
C 17.414 16.759 20.238 -2.0848 1.4307 -0.1389 -0.75
O 17.925 16.085 19.366 0.8588 -0.7905 -0.8869 0.00
O 16.428 17.593 20.078 0.6906 -0.0091 -0.1965 -0.19
H 18.396 17.498 21.996 -0.4658 0.0124 -0.0597 0.09
H 18.384 15.797 21.860 0.2775 -0.9645 0.3077 0.04
H 16.829 16.643 22.182 -0.0486 -0.0830 0.7723 0.06
C 22.340 13.047 15.248 1.0906 -0.0678 0.3618 0.02
C 20.936 12.642 15.109 -1.4309 -1.9845 0.6032 -0.55
O 20.077 12.826 15.930 0.0824 0.3349 -0.5178 0.08
O 20.643 11.901 13.977 -4.2360 1.2319 3.3238 0.12
H 23.047 12.442 14.671 -0.2285 0.0137 0.0553 0.10
H 22.672 13.036 16.307 -0.4386 0.2544 -0.7506 0.11
H 22.340 14.035 14.823 0.5385 0.7414 0.1034 0.10
C 15.318 14.365 16.213 -0.5570 0.4866 -1.3501 -0.02
C 13.818 14.172 15.743 2.8752 -1.1647 1.8760 -0.76
O 13.135 13.586 16.602 -1.2742 0.0782 -0.1205 -0.07
O 13.555 14.514 14.586 -0.9012 0.4910 -1.4055 -0.09
H 16.017 13.594 15.885 -0.2172 -0.1591 -0.7555 0.06
H 15.418 14.254 17.261 -0.1464 0.5144 1.2296 0.04
H 15.658 15.334 15.820 0.2521 -0.2015 0.3969 0.06
```
Forces are in eV/Å.